C26H56ClN5O6P | the ωB97M-V functional and the def2-TZVPD basis

Geometry as XYZ:
```
95
Properties=species:S:1:pos:R:3:forces:R:3:lowdin_charge:R:1
C 3.204 -2.006 2.062 0.4 0.4 0.0 -0.08
N 2.663 -0.694 1.641 -0.3 -0.3 -0.6 -0.11
C 1.523 -0.936 0.786 1.0 -0.6 -0.5 -0.22
N 0.800 0.333 0.330 0.9 0.3 0.2 -0.34
Cl 1.069 1.568 1.587 -0.4 0.0 -0.1 0.99
C 1.505 0.920 -0.871 0.6 0.8 0.5 -0.11
C 0.726 2.077 -1.516 -0.4 -0.1 -1.2 -0.32
C 1.604 3.275 -1.877 -0.5 -0.3 -0.1 -0.08
C 2.981 2.947 -2.454 0.0 0.8 0.4 -0.43
C 2.949 2.056 -3.675 0.5 0.2 0.4 -0.01
O 3.605 4.172 -2.848 -0.2 -0.3 0.0 -0.03
O -0.362 2.580 -0.760 0.7 -0.3 0.9 -0.13
C -1.291 1.619 -0.245 -0.3 -0.3 -0.7 -0.52
C -2.014 2.179 0.964 0.3 0.6 0.0 -0.07
P -2.620 1.588 -1.593 -1.2 -0.1 0.2 0.81
N -3.993 0.949 -1.173 0.5 -0.1 -0.2 -0.28
C -0.663 0.173 -0.002 -3.7 -0.7 0.6 -0.34
N -0.864 -0.529 -1.258 3.2 0.7 -0.6 0.10
C -0.339 -1.659 -1.589 -0.3 -0.1 0.1 -0.34
C -0.297 -2.930 -0.799 0.2 -0.2 0.6 -0.01
C 0.230 -1.790 -2.970 -0.9 -0.2 -0.1 0.00
C -1.497 -0.522 1.104 0.5 -0.3 0.3 -0.18
C -1.157 -0.570 2.455 -0.3 -0.2 0.1 -0.05
C -1.993 -1.237 3.352 0.2 0.2 -0.1 -0.11
N -3.125 -1.848 3.017 0.3 0.2 -0.3 0.08
C -3.423 -1.822 1.721 0.0 0.3 -0.3 -0.10
C -2.661 -1.190 0.737 0.0 -0.1 0.3 -0.02
H 4.089 -1.803 2.656 0.0 -0.1 0.3 0.09
H 2.477 -2.554 2.650 -0.1 0.0 0.1 0.09
H 3.547 -2.604 1.213 -0.2 -0.2 -0.1 0.09
H 3.378 -0.326 1.019 0.1 0.4 0.3 0.11
H 0.847 -1.648 1.234 -0.3 0.4 0.4 0.10
H 1.898 -1.387 -0.139 -0.5 0.0 -0.3 0.13
H 2.430 1.317 -0.464 0.1 -0.1 0.1 0.10
H 1.785 0.151 -1.580 -0.5 -0.2 0.0 0.12
H 0.322 1.700 -2.459 0.0 -0.3 0.0 0.13
H 1.057 3.831 -2.638 0.0 0.2 0.0 0.14
H 1.652 3.914 -0.992 0.3 0.0 0.1 0.14
H 3.606 2.542 -1.650 0.0 -0.4 -0.1 0.13
H 2.485 1.099 -3.451 -0.2 -0.1 -0.2 0.07
H 2.455 2.583 -4.487 -0.2 -0.1 -0.1 0.10
H 3.977 1.865 -3.973 0.0 -0.1 -0.2 0.09
H 3.474 4.781 -2.116 0.2 0.3 -0.1 0.09
H -2.126 3.250 0.798 -0.1 0.1 0.1 0.10
H -3.003 1.743 1.070 -0.1 -0.1 -0.1 0.08
H -1.476 2.048 1.893 0.0 0.1 0.1 0.04
H -2.041 1.068 -2.759 0.3 0.2 0.1 0.00
H -2.746 2.966 -1.856 0.5 0.0 0.0 0.03
H -4.714 1.659 -1.203 -0.2 -0.2 0.1 -0.02
H -1.251 -3.430 -0.984 -0.1 0.0 -0.1 0.12
H 0.478 -3.619 -1.123 0.1 0.0 -0.2 0.08
H -0.227 -2.812 0.276 -0.3 0.0 0.0 0.07
H 0.186 -0.838 -3.488 0.0 0.0 -0.1 0.08
H -0.291 -2.562 -3.538 0.0 0.0 -0.1 0.10
H 1.256 -2.147 -2.873 0.1 0.0 0.0 0.10
H -0.260 -0.121 2.847 0.0 0.1 0.1 0.07
H -1.709 -1.260 4.397 -0.1 -0.1 0.1 0.11
H -4.339 -2.311 1.418 -0.1 -0.1 0.1 0.12
H -3.012 -1.233 -0.281 0.0 0.1 -0.1 0.09
C -3.319 5.669 4.339 0.1 0.0 -0.1 -0.09
C -3.261 4.166 4.147 0.1 0.1 0.2 -0.31
O -1.936 3.726 3.832 0.0 -0.1 -0.1 -0.10
H -2.977 6.181 3.439 -0.1 0.0 0.0 0.08
H -4.335 5.996 4.563 0.0 0.0 0.0 0.08
H -2.668 5.979 5.159 -0.1 0.0 0.1 0.07
H -3.897 3.860 3.317 0.1 -0.1 0.0 0.11
H -3.604 3.651 5.049 -0.1 0.0 0.0 0.11
H -1.365 3.979 4.564 0.0 0.0 0.0 0.08
C 0.864 -8.186 -1.751 0.0 0.0 -0.1 -0.09
C 1.081 -6.707 -1.498 -0.3 -0.1 0.0 -0.33
O 0.398 -5.901 -2.463 0.1 0.2 0.1 -0.10
H 1.207 -8.453 -2.750 0.1 0.0 0.0 0.08
H 1.401 -8.791 -1.021 0.0 0.0 0.0 0.08
H -0.198 -8.435 -1.692 0.0 0.0 0.1 0.08
H 2.139 -6.457 -1.576 0.0 0.1 -0.1 0.11
H 0.736 -6.438 -0.493 0.1 0.0 0.0 0.10
H -0.540 -6.108 -2.401 0.0 -0.1 -0.1 0.08
C 4.603 5.973 -5.907 0.0 0.1 0.0 -0.09
C 5.163 4.680 -6.467 0.0 0.0 0.3 -0.32
O 6.480 4.427 -5.986 0.0 0.0 -0.1 -0.08
H 5.242 6.815 -6.171 0.0 0.0 -0.1 0.08
H 3.598 6.163 -6.287 0.0 0.0 0.0 0.07
H 4.559 5.923 -4.816 -0.1 0.0 0.0 0.06
H 5.228 4.724 -7.552 0.1 0.0 0.0 0.11
H 4.515 3.837 -6.196 -0.1 0.0 -0.1 0.09
H 6.434 4.373 -5.027 0.0 0.0 0.0 0.07
C -3.668 -3.675 5.744 0.1 -0.1 0.2 -0.11
C -4.076 -5.037 6.277 -0.3 0.2 0.1 -0.33
O -4.501 -4.969 7.634 0.2 -0.1 0.0 -0.08
H -2.863 -3.259 6.354 0.0 0.0 0.0 0.07
H -3.330 -3.739 4.712 -0.1 0.0 0.0 0.04
H -4.504 -2.975 5.788 0.0 0.0 -0.1 0.07
H -3.234 -5.728 6.250 0.0 0.0 0.1 0.11
H -4.884 -5.457 5.668 0.1 0.0 -0.1 0.11
H -5.256 -4.375 7.678 0.0 0.0 0.0 0.08
```
Positions in Å, forces in eV/Å.

The charge is +1. The calculation puts the frontier orbital gap at 7.0 eV. As for the multiplicity: 1. The lowest unoccupied orbital energy comes out at -4.06 eV. The calculation puts the calculated total energy at -69404.8874 eV.